No. 1
16
Properties=species:S:1:pos:R:3:mulliken_charge:R:1 method="wB97M-V/def2-TZVPD" e_homo_ev=-9.39 de_lowest_ev=2.0747 max_force_ev_per_a=1.20
O 0.18 -1.36 1.31 -0.443
O -0.62 0.66 1.66 -0.443
N 0.01 0.36 -1.79 -0.554
C -0.53 -1.10 0.09 -0.167
C 1.10 0.42 0.06 -0.474
C 0.60 -0.03 1.50 -0.162
C 0.56 -0.69 -0.90 -0.238
C -0.16 1.15 -0.58 -0.205
C -1.11 0.35 0.36 -0.184
H -2.21 0.48 0.27 0.393
H 1.16 -1.49 -1.34 0.486
H 1.23 0.07 2.39 0.531
H -1.21 -1.94 -0.13 0.397
H 2.11 0.80 -0.06 0.373
H -0.22 2.26 -0.66 0.439
H -0.90 0.06 -2.18 0.251


No. 2
17
Properties=species:S:1:pos:R:3:mulliken_charge:R:1 method="wB97M-V/def2-TZVPD" smiles="CNCC(=O)NC" e_homo_ev=-8.87 de_lowest_ev=1.8059 max_force_ev_per_a=2.88
O 0.78 -1.54 0.61 -0.647
N -1.36 -0.94 1.02 -0.147
N 1.31 0.43 -1.14 -0.393
C -2.37 0.09 1.08 -0.906
C 0.07 0.53 -0.38 -0.516
C -0.17 -0.82 0.35 0.471
C 1.84 1.76 -1.48 -0.807
H 1.87 2.41 -0.58 0.289
H 2.80 1.52 -1.94 0.335
H -2.03 0.87 1.76 0.315
H -1.58 -1.90 1.21 0.283
H 1.85 -0.14 -0.49 0.272
H -3.26 -0.28 1.61 0.329
H 1.14 2.28 -2.12 0.289
H -0.89 0.68 -0.86 0.261
H 0.21 1.28 0.43 0.272
H -2.79 0.54 0.18 0.299


No. 3
14
Properties=species:S:1:pos:R:3:mulliken_charge:R:1 method="wB97M-V/def2-TZVPD" e_homo_ev=-8.55 de_lowest_ev=4.7387 max_force_ev_per_a=8.22
O 0.54 -0.36 -0.88 -0.357
N -0.88 0.59 0.78 -0.217
N -1.54 0.48 1.99 -0.589
C 0.62 -2.61 1.39 -0.413
C -0.11 -0.29 0.37 1.128
C 0.99 1.10 -2.70 -0.740
C 0.21 -1.44 1.10 -0.618
C 0.37 0.84 -1.58 0.190
H -1.97 1.37 2.27 0.236
H 0.68 -3.56 1.84 0.424
H -0.45 1.58 -1.13 0.186
H 1.87 0.50 -2.90 0.260
H 0.79 2.00 -3.25 0.281
H -1.12 -0.21 2.69 0.229


No. 4
88
Properties=species:S:1:pos:R:3:mulliken_charge:R:1 method="wB97M-V/def2-TZVPD" e_homo_ev=-3.52 de_lowest_ev=0.9667 max_force_ev_per_a=0.88 total_charge=-1
Sc 0.09 -0.82 -0.34 0.299
S 2.60 -2.98 -1.80 -0.542
S 1.21 -2.40 1.22 -0.561
F -3.13 -5.51 -3.99 -0.451
O -1.77 -1.85 0.26 -0.720
O -1.63 0.20 -1.54 -0.662
O -5.88 -1.85 -2.10 -0.909
O -4.60 -2.96 0.28 -0.681
O -0.99 0.57 1.11 -0.316
O 1.46 1.47 -3.54 -0.841
O -3.99 -0.13 -3.48 -0.866
O -0.35 -2.06 -2.03 -0.553
O 1.24 0.19 -1.73 -0.365
N -6.28 -2.67 -4.43 0.081
N 6.58 -2.40 4.11 -0.630
N 8.30 -3.02 0.42 -0.610
N -0.80 -0.91 -5.88 0.322
N 1.66 1.09 0.79 0.716
N -0.94 2.76 0.58 -0.067
N -4.44 -4.08 -6.16 -0.072
C -5.37 -4.82 -5.30 -1.259
C -2.63 -4.34 -4.45 -0.228
C -1.41 -2.07 -5.42 0.043
C 3.77 -2.51 2.04 -0.765
C 0.06 -0.25 -5.07 -0.456
C 1.10 0.44 -2.98 -0.341
C -1.48 1.69 1.19 0.659
C -1.63 -3.76 -3.73 -0.307
C -3.18 -3.73 -5.60 -0.053
C -5.52 -1.97 -5.51 0.250
C -2.74 -1.57 -0.45 1.772
C -2.65 -0.53 -1.48 1.090
C -0.28 -1.76 -3.23 1.441
C -3.80 -0.64 -2.37 -0.377
C -4.11 -2.15 -0.48 -0.415
C 0.34 -0.59 -3.78 0.376
C -5.74 -4.01 -4.07 -0.100
C 2.42 3.34 0.69 -0.853
C 7.16 -2.93 0.55 -0.112
C 2.75 0.78 1.49 -0.631
C 3.51 -2.81 -0.37 0.406
C -4.72 -1.55 -1.68 0.750
C 1.49 2.36 0.41 0.627
C 5.95 -2.49 3.15 -0.015
C 0.21 2.69 -0.32 -0.146
C -1.05 -2.57 -4.17 -0.108
C -1.19 -0.36 -7.15 -0.366
C -1.25 1.13 -7.32 -1.079
C 5.73 -2.82 0.70 0.626
C 4.93 -2.92 -0.41 -0.910
C 3.58 3.01 1.39 -0.479
C -5.19 -2.92 -6.65 -1.317
C 3.74 1.70 1.80 -0.747
C -2.71 1.93 2.03 -1.305
C 2.95 -2.57 0.92 0.159
C -2.53 0.33 -7.25 -0.206
C 5.16 -2.61 1.97 0.455
C -2.46 -2.67 -6.12 -0.469
H -0.93 1.52 -8.28 0.280
H -1.02 1.75 -6.47 0.371
H 5.38 -3.09 -1.38 0.470
H 2.25 4.36 0.35 0.418
H 3.31 -2.35 3.01 0.472
H 4.33 3.76 1.60 0.405
H 0.03 1.96 -1.11 -0.466
H 2.84 -0.26 1.79 0.334
H 0.31 3.67 -0.79 0.674
H -6.17 -2.08 -3.47 0.248
H -6.11 -1.11 -5.82 0.445
H -6.10 -3.31 -7.11 0.504
H -4.95 -5.78 -5.01 0.429
H -3.08 2.95 1.97 0.370
H -6.48 -4.51 -3.45 0.494
H -3.11 0.19 -8.16 0.289
H -3.09 0.41 -6.33 0.108
H 4.62 1.38 2.35 0.514
H -7.26 -2.75 -4.69 0.401
H 0.50 0.65 -5.45 0.813
H -3.48 1.23 1.69 0.274
H -2.47 1.68 3.06 0.299
H -4.67 -2.39 -7.44 0.385
H -0.87 -0.94 -8.00 0.444
H -6.25 -5.03 -5.90 0.520
H -4.87 -3.84 -3.44 -0.015
H -4.62 -1.57 -5.04 -0.253
H -1.32 -4.18 -2.78 0.709
H -1.44 3.63 0.64 0.267
H -2.79 -2.20 -7.03 0.623


No. 5
104
Properties=species:S:1:pos:R:3:mulliken_charge:R:1 method="wB97M-V/def2-TZVPD" e_homo_ev=-9.33 de_lowest_ev=1.2515 max_force_ev_per_a=1.30 total_charge=+1
Se -0.93 -2.57 1.03 -0.025
Sc -0.04 -0.16 0.37 -0.997
S 5.89 4.26 0.83 -0.153
S -2.55 4.66 0.29 -0.256
S -0.16 2.85 0.13 -0.373
S -1.65 -1.06 -6.62 -0.243
O -3.51 1.61 2.25 -0.520
O -1.66 3.40 -1.86 -0.050
O 2.78 -1.27 3.62 -0.473
N 1.94 1.10 -0.18 1.779
N -0.30 0.20 2.66 0.855
N 0.14 0.00 -1.87 1.815
N 1.82 -0.92 1.63 1.299
N -2.11 0.62 0.79 1.648
C -2.71 4.06 -2.58 -0.956
C -3.16 -5.16 -1.36 -0.712
C -4.14 -1.24 -0.47 0.162
C -2.68 -4.42 -0.29 -0.885
C 2.74 1.72 0.65 -1.791
C 4.14 -3.34 -2.30 -0.601
C 4.22 2.38 -1.09 -1.081
C 3.25 -1.26 1.34 -0.056
C -1.59 -4.09 -2.83 -1.066
C 0.41 -0.08 4.92 -0.873
C -1.62 -1.24 -4.90 1.006
C 1.50 0.57 -3.77 0.830
C 3.60 1.74 -3.42 -1.293
C 5.75 3.61 3.29 -0.666
C 3.04 -3.72 -1.54 -0.787
C -1.64 -3.51 -0.48 0.296
C -0.75 0.55 5.35 -0.647
C -0.75 -0.54 -2.68 -1.489
C 3.91 2.39 0.25 1.001
C -2.37 1.01 1.98 0.230
C 4.94 -2.29 -1.86 -0.867
C -1.09 -3.36 -1.76 -0.092
C -1.51 3.68 -0.55 0.227
C -3.43 -2.54 -5.55 -1.367
C 1.26 0.55 -2.39 -0.885
C -2.63 -4.99 -2.63 -0.681
C 4.63 -1.63 -0.69 -0.243
C -4.22 1.69 0.98 -0.590
C -2.63 -2.06 -4.48 -0.282
C 3.36 1.76 -2.01 0.967
C 4.76 3.04 1.26 0.209
C -3.01 -2.08 -6.76 -0.418
C 2.71 1.17 -4.26 -1.284
C -4.91 -2.10 -1.24 -0.783
C 0.54 -0.02 -4.60 -0.894
C 1.75 -0.85 2.90 -0.230
C -1.69 0.97 4.43 -0.922
C -5.18 -0.39 -2.91 -0.958
C 2.72 -3.06 -0.36 -0.223
C 3.66 -1.93 2.65 -0.400
C 3.52 -2.01 0.07 0.114
C -1.43 0.75 3.09 -0.191
C 4.80 2.80 2.61 -0.347
C -3.23 1.09 -0.05 1.089
C 2.21 1.14 -1.50 -0.326
C -4.40 0.46 -2.15 0.058
C -0.60 -0.58 -4.08 0.422
C -3.89 0.05 -0.92 -0.138
C 6.41 4.44 2.44 -0.419
C -5.45 -1.67 -2.45 -0.643
C 0.59 -0.23 3.56 0.138
H -1.17 -3.96 -3.81 0.710
H 1.16 -0.45 5.61 0.670
H -2.84 1.88 -0.70 -1.698
H -2.57 5.14 -2.56 0.298
H -3.73 -1.57 0.47 0.544
H 3.77 -0.30 1.27 0.002
H -5.13 1.11 1.07 0.352
H 5.93 3.57 4.35 0.406
H -2.63 3.68 -3.60 0.250
H -1.63 -0.97 -2.22 0.641
H -3.09 -4.54 0.70 0.461
H -0.27 -2.67 -1.91 0.842
H -0.92 0.71 6.41 0.500
H -5.11 -3.11 -0.89 0.596
H 5.80 -1.99 -2.44 0.445
H 2.42 -4.55 -1.87 0.479
H 4.50 2.20 -3.80 0.524
H 3.42 -3.00 2.66 0.345
H -6.07 -2.35 -3.03 0.479
H -2.62 1.44 4.73 0.654
H 4.18 2.07 3.10 0.435
H 1.87 -3.36 0.23 0.468
H -3.68 3.83 -2.15 0.428
H 7.18 5.16 2.68 0.448
H 4.68 -1.76 2.95 0.327
H 2.89 1.16 -5.33 0.498
H 0.72 -0.04 -5.67 0.532
H -4.43 2.74 0.79 0.309
H -3.01 -5.57 -3.46 0.483
H -3.96 -5.86 -1.20 0.420
H 5.12 2.86 -1.45 0.487
H -5.58 -0.06 -3.86 0.440
H -3.43 -2.28 -7.73 0.457
H 5.25 -0.80 -0.35 0.466
H -2.79 -2.34 -3.45 0.482
H -4.27 -3.21 -5.42 0.470
H 2.46 1.71 1.70 0.582
H 4.38 -3.86 -3.21 0.448
H -4.19 1.47 -2.50 0.352


No. 6
25
Properties=species:S:1:pos:R:3:mulliken_charge:R:1 method="wB97M-V/def2-TZVPD" smiles=CCN(C)C[C@](C)([NH3+])[O-] e_homo_ev=-8.49 de_lowest_ev=2.5715 max_force_ev_per_a=0.95
O 1.96 1.75 -1.52 -0.876
N 0.10 -0.94 -0.06 0.092
N -0.15 1.27 -1.68 -0.426
C 0.68 2.50 0.39 -1.558
C 0.99 1.40 -0.62 1.052
C -2.21 -1.42 0.78 -1.404
C -0.90 -0.66 0.98 -0.171
C 1.24 -0.01 0.01 -1.052
C 0.55 -2.33 -0.04 -1.137
H -0.96 1.86 -1.52 0.273
H -0.29 -3.00 -0.21 0.324
H -1.11 0.41 0.95 0.096
H -0.15 2.26 1.05 0.347
H 0.87 1.63 -2.30 0.450
H 1.28 -2.48 -0.83 0.358
H -2.95 -1.06 1.49 0.426
H 0.46 3.43 -0.14 0.402
H 2.05 -0.43 -0.58 0.505
H -2.60 -1.26 -0.23 0.300
H -0.45 0.29 -1.77 0.290
H -0.49 -0.87 1.98 0.351
H 1.57 2.66 0.99 0.348
H -2.10 -2.49 0.94 0.335
H 1.02 -2.60 0.92 0.371
H 1.60 0.12 1.04 0.305